BrHf | ωB97M-V/def2-TZVPD

Element x y z (Å)
Hf1 -5.18280 1.57322 -2.54084
Br1 -7.83232 1.02991 -1.49450

Forces on the atoms, in the same order (eV/Å):
-4.839 -0.993 1.911
4.839 0.993 -1.911

Summary:
**HOMO energy**: -0.995 Eh
**Energy above the lowest of the compared OMol25 structures with the same formula, charge and spin**: 247.3 kJ/mol
**Spin multiplicity**: 1
**Maximum force**: 5.30 eV/Å
**M**: 258.4 g/mol
**E_LUMO**: -0.7669 hartree
**Total charge**: +3

=====

BrPd | ωB97M-V/def2-TZVPD

Element x y z (Å)
Pd1 29.83782 -24.31319 -2.03694
Br1 25.78988 -25.72812 -4.87929

Forces on the atoms, in the same order (eV/Å):
-0.056 -0.019 -0.039
0.056 0.019 0.039

Summary:
**HOMO energy (spin up / spin down)**: -0.525 / -0.510 Eh
**Energy above the lowest of the compared OMol25 structures with the same formula, charge and spin**: 127.4 kJ/mol
**Spin multiplicity**: 3
**⟨S²⟩**: 2.003
**Maximum force**: 0.07 eV/Å
**M**: 186.3 g/mol
**E_LUMO (spin up / spin down)**: -0.2816 / -0.3321 hartree
**Total charge**: +1

=====

BrPd2 | ωB97M-V/def2-TZVPD

Element x y z (Å)
Pd1 1.88797 -0.55815 0.13332
Pd2 -1.20949 1.60912 0.15230
Br1 -0.67848 -1.05097 -0.28562

Forces on the atoms, in the same order (eV/Å):
1.993 -1.039 0.055
-1.630 1.294 0.039
-0.363 -0.255 -0.093

Summary:
**HOMO energy (spin up / spin down)**: -1.277 / -1.270 Eh
**Energy above the lowest of the compared OMol25 structures with the same formula, charge and spin**: 0.0 kJ/mol
**Spin multiplicity**: 6
**⟨S²⟩**: 8.761
**Maximum force**: 2.25 eV/Å
**M**: 292.7 g/mol
**E_LUMO (spin up / spin down)**: -0.8295 / -0.9664 hartree
**Total charge**: +4

=====

BrTi | ωB97M-V/def2-TZVPD

Element x y z (Å)
Ti1 -0.37526 0.12356 1.20824
Br1 0.37526 -0.12356 -1.20824

Forces on the atoms, in the same order (eV/Å):
0.313 -0.100 -1.008
-0.313 0.100 1.008

Summary:
**HOMO energy (spin up / spin down)**: -0.270 / -0.352 Eh
**Energy above the lowest of the compared OMol25 structures with the same formula, charge and spin**: 0.0 kJ/mol
**Spin multiplicity**: 4
**⟨S²⟩**: 3.755
**Maximum force**: 1.06 eV/Å
**M**: 127.8 g/mol
**E_LUMO (spin up / spin down)**: -0.0302 / -0.0234 hartree
**Total charge**: 0